Record 1
129
Properties=species:S:1:pos:R:3 method="wB97M-V/def2-TZVPD" charge=-2 e_above_lowest_kcal_mol=8.6 homo_lumo_gap_ev=6.160 e_tot_ha=-10222.2890 homo_ev=-2.738
Cs 0.126 0.584 -0.550
Se -1.661 2.565 1.724
Se 0.419 1.335 4.644
Ge 0.578 1.404 -5.647
P -1.255 2.377 3.831
O 4.127 4.833 0.179
O 2.731 5.305 1.754
O 1.109 0.416 -3.141
O -0.082 -1.251 -2.266
O 3.912 -1.641 2.373
O 4.099 -1.557 0.145
N 2.118 0.710 1.714
N 4.684 2.356 -0.220
N -2.080 -2.617 -0.731
N 3.202 0.987 0.869
N 2.259 -3.584 3.184
N 3.322 4.473 1.077
N 3.063 3.202 1.337
N -2.591 -1.591 -0.040
C -3.393 -2.120 0.867
C 0.220 -4.635 4.039
C 3.650 2.201 0.654
C 3.793 -5.724 -0.066
C -2.523 -3.809 -0.285
C 2.369 3.339 -6.993
C 4.163 3.530 -4.889
C 1.131 -0.505 -5.648
C 2.558 -5.683 2.000
C 0.478 -0.664 -3.219
C -1.513 4.246 5.901
C 3.867 -2.158 1.226
C 1.478 -4.049 4.243
C 4.362 4.285 -6.036
C -1.199 4.060 4.557
C -2.163 2.171 -9.534
C -2.658 2.136 -2.992
C -4.147 -1.259 1.823
C -1.029 6.591 5.693
C -1.865 1.639 -4.020
C -0.507 -5.086 5.147
C -2.806 0.285 4.843
C -0.171 3.246 -3.499
C -0.518 1.676 -7.307
C -2.081 -5.111 -0.865
C -5.070 0.484 5.626
C 2.150 2.584 -5.843
C -1.437 5.510 6.464
C 0.352 -1.301 -4.614
C -5.046 1.842 5.344
C 1.939 -3.834 5.545
C 3.467 4.183 -7.092
C -0.754 5.135 3.798
C -2.204 3.194 -2.215
C -2.770 1.649 4.579
C 2.756 -4.301 2.123
C -3.950 -0.295 5.371
C -0.013 -4.897 6.432
C -3.903 2.423 4.816
C -3.390 -3.528 0.751
C -0.608 2.178 -4.279
C -1.047 2.946 -7.552
C 3.522 -3.636 1.132
C -1.852 3.197 -8.652
C -1.656 0.900 -9.306
C -0.963 3.755 -2.480
C 3.083 -6.381 0.927
C 3.067 2.683 -4.796
C 3.997 -4.355 0.048
C -0.678 6.400 4.365
C -0.376 -4.720 2.661
C -1.858 -5.723 4.950
C -0.843 0.663 -8.205
C 1.197 -4.249 6.632
H -3.953 -4.238 1.337
H 5.214 4.951 -6.108
H 2.009 -6.205 2.775
H -0.470 4.970 2.766
H -3.654 -0.289 1.898
H 1.562 -4.075 7.637
H 4.197 -6.268 -0.911
H 2.401 -0.049 2.326
H 3.624 4.769 -7.990
H -1.379 -2.415 -1.443
H -1.404 -4.355 2.669
H -1.922 -0.311 4.647
H -4.188 -1.716 2.810
H -0.398 -5.751 2.293
H -2.230 0.809 -4.618
H 2.937 -7.454 0.869
H -0.821 3.751 -6.859
H -0.344 7.237 3.765
H -1.818 3.400 6.505
H -2.800 2.359 -10.390
H 2.890 -3.334 5.681
H -0.615 4.589 -1.883
H -0.600 -5.233 7.280
H 1.929 1.529 2.289
H -5.965 0.031 6.038
H -3.630 1.698 -2.802
H 2.191 -0.534 -5.395
H -1.641 -4.962 -1.851
H 1.670 3.272 -7.819
H -2.806 3.577 -1.401
H -3.969 -1.357 5.588
H -0.460 -0.339 -8.047
H -2.924 -5.796 -0.949
H -2.567 -4.996 4.546
H -1.899 0.091 -9.985
H -5.921 2.452 5.540
H -0.977 7.577 6.140
H -0.716 -1.334 -4.854
H 0.194 -4.119 1.958
H -2.251 -6.100 5.894
H 4.820 3.318 -0.501
H 4.838 1.619 -0.887
H -2.247 4.192 -8.821
H 4.540 -3.810 -0.713
H -5.172 -1.098 1.481
H -1.696 5.654 7.506
H 1.014 -0.925 -6.649
H 4.859 3.612 -4.063
H -1.330 -5.581 -0.227
H 0.808 3.673 -3.682
H 2.903 2.091 -3.902
H 2.790 -2.718 3.320
H 0.703 -2.332 -4.536
H -3.884 3.482 4.586
H 3.671 0.131 0.497
H -1.807 -6.553 4.242

---

Record 2
125
Properties=species:S:1:pos:R:3 method="wB97M-V/def2-TZVPD" charge=-2 homo_lumo_gap_ev=6.253 e_tot_ha=-5980.3450 homo_ev=-2.621
Br 1.968 -7.259 -1.436
S 2.596 0.332 0.118
Mg -0.238 0.815 0.081
O -1.380 5.059 -1.876
O 2.047 1.594 -0.356
O 0.795 0.676 1.906
O -2.241 3.193 -0.996
O 1.597 -2.033 -2.834
O 0.848 -0.890 -1.065
O 1.649 1.874 3.565
N -2.833 -0.418 -1.159
N -3.251 0.182 0.960
N -0.128 3.016 0.744
C -3.228 4.309 1.981
C 1.409 -4.256 1.358
C 7.232 -1.670 -0.827
C 1.626 -5.487 0.760
C -2.801 -1.862 3.119
C -1.625 -0.181 -3.279
C -3.746 2.929 1.579
C 0.755 3.050 1.729
C -3.999 -2.623 2.546
C -2.279 -0.979 -2.326
C -4.308 -3.943 -2.066
C 6.265 -0.707 -1.058
C -1.112 -0.778 -4.420
C -1.563 -2.124 2.264
C 3.901 0.776 1.403
C 1.263 5.350 1.314
C 4.862 1.831 1.027
C 1.452 4.206 2.073
C 7.138 2.584 0.727
C -2.394 -2.365 -2.541
C 4.559 -2.319 -0.633
C -3.541 1.897 2.659
C -2.046 -4.355 -1.055
C 6.234 1.594 1.066
C -3.192 0.018 4.663
C -0.056 1.772 -3.187
C 5.522 -3.284 -0.410
C -3.272 0.558 2.320
C 3.868 0.004 -1.244
C 1.238 -3.121 0.585
C 6.687 3.832 0.333
C 1.069 1.767 2.477
C -1.411 4.112 -1.075
C 4.907 -1.010 -0.966
C -1.509 1.309 -3.105
C -4.439 -0.198 0.358
C -3.636 2.260 3.995
C 0.393 5.287 0.244
C -2.361 2.075 -4.121
C 4.420 3.098 0.644
C 1.291 -3.206 -0.802
C 1.666 -5.550 -0.621
C -4.185 -0.566 -0.910
C 6.867 -2.966 -0.506
C -0.311 4.106 0.013
C -1.241 -2.134 -4.645
C 1.510 -4.436 -1.415
C 1.218 -1.927 -1.669
C 5.325 4.082 0.296
C -5.225 3.029 1.186
C -3.090 -0.391 3.338
C -3.474 1.326 4.998
C -3.036 -3.287 -1.521
C -1.882 -2.919 -3.706
B -2.172 0.115 0.007
H -2.605 -2.280 4.116
H -1.742 -5.001 -1.876
H 4.393 -0.173 1.614
H -1.973 1.985 -5.136
H -3.719 -3.666 2.406
H -2.218 4.228 2.375
H 7.395 4.604 0.061
H -4.808 -4.508 -1.278
H -4.293 -2.212 1.585
H -3.315 -2.698 -0.646
H 1.767 -6.378 1.357
H -4.872 -0.885 -1.673
H -1.977 -3.984 -3.882
H 3.516 -2.580 -0.568
H -5.001 -3.187 -2.430
H 3.220 -0.315 -2.061
H -3.389 1.717 -4.110
H 8.279 -1.410 -0.910
H -1.879 1.576 -2.117
H -3.865 4.786 2.729
H -5.371 -0.195 0.897
H -5.842 3.324 2.037
H 5.224 -4.296 -0.168
H -4.850 -2.576 3.227
H 1.796 6.266 1.545
H -1.805 -2.065 1.206
H -0.600 -0.170 -5.152
H 3.361 3.294 0.605
H 0.550 1.212 -2.478
H -3.183 2.620 0.691
H 8.201 2.384 0.782
H -3.558 1.620 6.036
H 1.563 -4.480 -2.492
H 3.312 1.077 2.268
H -2.355 3.123 -3.835
H 4.292 0.979 -1.476
H 7.624 -3.722 -0.342
H -1.160 -3.874 -0.649
H 0.227 6.118 -0.427
H -4.078 -4.624 -2.885
H 4.967 5.061 0.006
H -5.578 2.077 0.801
H 0.002 2.832 -2.940
H 1.075 -2.150 1.032
H -1.186 -3.123 2.482
H -0.830 -2.575 -5.544
H 1.384 -4.193 2.437
H -2.487 -4.977 -0.277
H 2.129 4.183 2.916
H -3.836 3.288 4.261
H 6.594 0.622 1.372
H -0.789 -1.388 2.469
H -5.339 3.772 0.399
H -3.201 4.947 1.101
H 0.347 1.630 -4.190
H 6.567 0.296 -1.324
H -3.054 -0.715 5.449

---

Record 3
128
Properties=species:S:1:pos:R:3 method="wB97M-V/def2-TZVPD" homo_lumo_gap_ev=7.903 e_tot_ha=-6192.5080 homo_ev=-8.297
Br -4.384 -1.367 0.674
S -0.425 -3.836 0.687
P -3.454 1.842 -0.123
O -4.604 1.095 -1.024
N 0.534 -2.607 0.350
N -6.812 1.153 -2.936
N 0.922 3.627 2.079
N -4.824 3.251 -7.259
N 6.788 -2.760 4.523
N -4.047 1.825 1.479
N 2.333 -0.141 3.805
N 8.687 -7.271 4.321
N -1.850 -3.130 0.701
N -6.092 7.008 -5.351
N 3.408 -4.660 -4.037
N -9.869 -2.641 2.255
N 2.551 -0.548 0.522
C -7.351 2.377 -4.925
C 7.096 -1.701 5.268
C -7.548 -3.789 3.284
C -8.795 -4.172 3.753
C -2.615 -0.830 0.310
C 0.134 -0.200 -0.113
C 1.614 4.762 2.017
C 9.650 -6.885 2.160
C 8.635 -6.754 3.096
C 9.783 -7.950 4.650
C -9.918 -3.570 3.206
C -2.452 2.918 -7.315
C 4.020 -3.498 -4.256
C 3.321 0.852 5.749
C -2.438 3.108 -8.688
C -6.340 0.174 -3.702
C 7.803 -1.780 6.459
C 7.189 -3.951 4.963
C 7.900 -4.140 6.138
C 10.785 -7.595 2.518
C 3.676 0.318 0.908
C 2.738 -1.330 4.248
C -6.853 1.349 -5.711
C -3.634 3.369 -9.335
C 1.582 0.188 -0.315
C 10.855 -8.140 3.790
C -2.249 0.442 -0.006
C 3.984 -2.432 -3.369
C -0.404 2.163 -0.564
C 3.437 -1.509 5.432
C -5.059 6.235 -5.685
C 0.982 5.392 4.225
C -4.795 3.430 -8.578
C -1.635 -1.841 0.406
C -3.547 8.076 -5.733
C -0.843 0.753 -0.238
C -3.774 6.718 -5.885
C 2.623 -3.776 -1.950
C 8.213 -3.028 6.902
C 0.258 3.368 3.201
C 1.675 5.676 3.058
C -8.664 -2.283 1.815
C -3.666 2.999 -6.651
C -7.480 -2.824 2.293
C -0.260 -1.528 0.197
C -4.611 8.892 -5.386
C 3.268 -2.575 -2.190
C -6.337 0.224 -5.089
C 0.258 4.213 4.301
C 2.626 0.923 4.552
C -5.857 8.311 -5.207
C 2.728 -4.783 -2.899
C -7.307 2.230 -3.548
C 3.735 -0.393 6.197
H 1.839 0.057 -1.372
H -4.743 1.111 1.665
H -10.911 -3.845 3.546
H 8.196 -5.137 6.437
H -4.482 9.958 -5.257
H 3.497 0.823 1.859
H 3.746 -2.497 5.741
H -0.293 2.434 3.216
H 3.211 -1.780 -1.456
H -3.720 2.855 -5.576
H -0.298 3.951 5.191
H 8.767 -3.131 7.826
H 2.053 -0.754 1.382
H 11.721 -8.701 4.113
H 9.801 -8.364 5.652
H 8.025 -0.883 7.022
H 4.591 -0.270 0.992
H 9.550 -6.441 1.180
H -6.529 -2.496 1.898
H 2.287 1.876 4.162
H -7.680 3.016 -2.900
H 4.284 -0.492 7.125
H 2.053 -3.913 -1.044
H -4.399 2.739 1.725
H 3.853 1.079 0.146
H -5.942 -0.685 -3.175
H -1.235 2.827 -0.757
H 2.241 -5.740 -2.743
H 6.926 -4.797 4.341
H -6.859 1.430 -6.788
H 2.493 -2.179 3.620
H 0.243 2.164 -1.443
H 2.254 6.583 2.955
H -1.511 3.052 -9.243
H -8.897 -4.921 4.526
H -5.343 1.706 -1.154
H 1.659 1.247 -0.064
H -5.933 -0.599 -5.662
H -6.714 8.918 -4.934
H 4.506 -1.513 -3.599
H -6.646 -4.234 3.683
H -3.672 3.523 -10.405
H 6.754 -0.744 4.890
H -7.753 3.277 -5.369
H -1.543 2.710 -6.767
H 3.533 1.751 6.312
H -5.275 5.180 -5.800
H -2.975 6.040 -6.155
H -5.750 3.634 -9.049
H 11.601 -7.720 1.818
H -8.650 -1.524 1.039
H 7.732 -6.208 2.852
H 2.145 4.944 1.088
H 4.568 -3.422 -5.189
H 0.177 2.497 0.297
H 1.006 6.080 5.060
H -2.558 8.491 -5.881

---

Let's list M in order: 1307.50; 1007.15; 1047.08 Da.